1.
Below is a molecular structure, C18H25OSi at a distorted geometry, with properties calculated with the ωB97M-V functional and the def2-TZVPD basis.

Geometry as XYZ:
```
45
Properties=species:S:1:pos:R:3:mulliken_charge:R:1
C -4.0865 -0.8978 3.3117 -0.8983
C -2.7830 -0.5833 2.5512 -0.5251
Si -1.1302 -0.8788 3.4886 0.1284
C -1.0243 -2.7035 3.9269 -1.1441
C 0.2396 -0.4798 2.2901 -1.0578
H -1.1003 0.1856 4.9523 -0.5121
H -4.9617 -0.5983 2.7058 0.3873
H -4.1632 -1.9720 3.5083 0.3028
H -4.1011 -0.3258 4.2520 0.0688
H -2.7972 -1.1474 1.5911 0.4095
H -2.7600 0.4753 2.2276 0.3883
H -1.0291 -3.4788 3.1172 0.3989
H -0.0928 -2.8984 4.4680 0.3734
H -1.8419 -3.0097 4.5900 0.3969
H 0.3234 -1.0095 1.3137 0.3761
H 0.2193 0.5752 2.0188 0.3547
H 1.2075 -0.6571 2.7671 0.3352
C 4.5376 -1.9064 8.0910 -0.7962
O 4.2299 -0.5916 7.6070 -0.4191
C 2.8932 -0.2940 7.4188 0.8000
C 2.6037 1.0185 6.9856 -0.7272
C 1.3157 1.4106 6.6372 -0.4025
C 0.2685 0.4822 6.6775 0.4318
C -1.0501 0.7522 6.0159 -0.0705
C -2.2958 0.6141 6.8481 0.6324
C -3.4965 1.2346 6.4257 -0.7558
C -4.7132 0.7913 6.9410 -0.3269
C -4.7869 -0.2511 7.8693 -0.4729
C -3.5953 -0.7676 8.3796 -0.6805
C -2.3476 -0.2877 7.9441 -0.4822
C 0.5325 -0.8248 7.1030 -0.4685
C 1.8209 -1.1987 7.4969 -0.9629
H 5.6070 -1.8708 8.1555 0.2608
H 4.1014 -2.0979 9.0896 0.3361
H 4.2219 -2.6922 7.3858 0.3184
H 3.4322 1.7101 6.8668 0.4344
H 1.1247 2.4411 6.3419 0.4582
H -1.0282 1.6886 5.5092 0.6976
H -3.4608 2.0025 5.6422 0.4001
H -5.6278 1.1910 6.5199 0.4025
H -5.7651 -0.7237 8.0981 0.3683
H -3.6425 -1.6096 9.0505 0.4221
H -1.4484 -0.6905 8.4125 0.7465
H -0.2475 -1.5700 7.0753 0.7765
H 2.0365 -2.2429 7.7704 0.2967
```

Output
E_LUMO ... -5.33 eV
E ... -28988.4659 eV
Charge ... +1
Energy above the lowest of the compared OMol25 structures with the same formula, charge and spin ... 2.119 eV

2.
Below is a molecular structure, C18H26AsN2O6PbS2Si2Te4 at a distorted geometry, with properties calculated with the ωB97M-V functional and the def2-TZVPD basis.

Geometry as XYZ:
```
62
Properties=species:S:1:pos:R:3:mulliken_charge:R:1
Pb -1.0846 -0.6386 -1.2570 0.5315
Te 1.2143 -0.4161 2.0509 0.2001
Te 6.1778 0.9048 0.4836 -0.5528
Te 3.5348 0.7264 0.8529 -0.1499
Te 0.9786 1.9059 1.0968 0.5055
O -0.6865 2.1701 2.7377 -0.6872
S -1.6585 2.4992 1.6542 1.1638
O -1.7517 3.9290 1.4236 -0.6808
O -1.4157 1.7743 0.3684 -0.1829
C -3.1123 1.7564 2.3810 0.3183
C -4.3429 2.3673 2.2671 -0.4424
C -5.4285 1.8469 2.9628 -0.6286
C -5.2730 0.7367 3.7718 -0.6642
C -4.0349 0.1128 3.8928 -0.5930
C -2.9353 0.6148 3.2213 -0.4159
S -1.4840 -0.5079 3.1266 1.7035
O -1.9186 -1.7976 3.6335 -0.8491
O -0.2852 -0.0254 3.8842 -0.7914
O -1.3126 -0.5387 1.6473 -0.5000
H -4.4355 3.2493 1.6453 0.4400
H -6.3976 2.3216 2.8689 0.4000
H -6.1261 0.3376 4.3068 0.3780
H -3.9010 -0.7659 4.5073 0.5076
N -3.8592 4.4190 -0.9951 -0.5835
C -2.7470 4.3489 -1.2719 0.0710
C -1.3528 4.1521 -1.5920 0.5735
C -0.3533 4.9772 -1.1045 -0.1722
C 0.9599 4.5694 -1.2391 -0.4024
C 1.2215 3.3499 -1.8427 -0.4362
N 0.2777 2.5974 -2.3984 -0.3440
C -0.9788 2.9995 -2.2771 -0.3607
H -0.6222 5.8921 -0.5937 0.4173
H 1.7839 5.1514 -0.8518 0.3993
H 2.2293 2.9741 -1.9498 0.2865
H -1.7447 2.3664 -2.7094 0.5093
C -1.8705 -3.7353 0.7917 -0.8061
Si -0.5513 -3.1713 -0.4360 0.5319
C 1.1118 -3.7315 0.3057 -0.8507
C -0.7723 -4.3900 -1.8843 -1.1771
As 1.3986 -0.0864 -0.4317 0.1892
Si 3.8708 -1.2029 -1.9920 0.2693
C 4.5452 0.3804 -2.7609 -0.6539
C 5.0679 -2.2537 -0.9797 -1.0211
C 3.2378 -2.3120 -3.4017 -1.1361
H -1.5980 -4.6887 1.2582 0.2950
H -2.8348 -3.8573 0.2878 0.2842
H -2.0227 -3.0089 1.5957 0.0136
H 1.2322 -4.8092 0.1540 0.3454
H 1.1545 -3.5667 1.3837 0.3567
H 1.9767 -3.2386 -0.1367 -0.0313
H -0.7335 -5.4203 -1.5108 0.2988
H -0.0061 -4.2763 -2.6591 0.2711
H -1.7509 -4.2473 -2.3558 0.2786
H 4.2640 1.2052 -2.1134 0.0108
H 4.1884 0.5498 -3.7807 0.2981
H 5.6357 0.3835 -2.6945 0.3625
H 4.9374 -2.0334 0.0751 0.3097
H 6.0873 -1.9035 -1.1675 0.3497
H 4.9606 -3.3244 -1.1750 0.3390
H 2.4347 -1.8206 -3.9593 0.2945
H 2.8496 -3.2577 -3.0110 0.2501
H 4.0517 -2.5431 -4.1043 0.3599
```

Output
E_LUMO (spin up / spin down) ... 1.34 / 1.09 eV
E ... -167034.4533 eV
Charge ... -1
Energy above the lowest of the compared OMol25 structures with the same formula, charge and spin ... 8.875 eV

3.
Below is a molecular structure, C18H26BCrN8OS at a distorted geometry, with properties calculated with the ωB97M-V functional and the def2-TZVPD basis.

Geometry as XYZ:
```
56
Properties=species:S:1:pos:R:3:mulliken_charge:R:1
Cr 8.3281 15.4324 6.7766 0.1578
C 5.3909 15.5895 5.0985 -1.0439
C 5.6950 14.2713 5.7375 0.7902
C 4.9767 13.0299 5.7432 -1.1157
C 5.4941 12.3068 6.7925 0.0476
N 6.5718 12.9804 7.2814 0.6058
N 6.6002 14.2305 6.6679 -0.2997
B 7.8994 12.5485 8.0154 0.1821
N 8.1012 13.7303 8.9855 0.8248
C 7.6210 13.8387 10.2013 -0.1647
C 7.8451 15.0527 10.7634 -1.3003
C 8.4431 15.8117 9.7511 0.6928
C 9.0490 17.1987 9.8003 -1.0668
N 8.6108 15.0307 8.6586 -0.5416
N 9.0021 12.5210 6.9658 0.5396
C 9.9003 11.6267 6.5611 0.1762
C 10.9587 12.3302 5.9511 -1.4033
C 10.4648 13.6563 5.7641 0.7413
C 11.0934 14.8367 5.0740 -1.0994
N 9.2290 13.7109 6.2713 -0.2266
N 7.8044 11.1942 8.6741 0.6720
C 8.7706 10.6193 9.4772 -0.2191
C 8.5503 9.2606 9.4923 -1.0568
C 7.2771 9.0998 8.8108 0.5703
C 6.3881 7.8731 8.7355 -1.0771
N 6.9106 10.2381 8.2184 -0.9254
H 4.4458 15.4818 4.5168 0.4116
H 5.3484 16.3685 5.9050 0.2373
H 6.1999 15.9198 4.3827 0.2276
H 4.1889 12.7477 5.0350 0.4527
H 5.1562 11.3471 7.1501 0.5694
H 7.1099 12.9910 10.6171 0.5765
H 7.7459 15.3381 11.8010 0.4836
H 8.2682 17.9694 9.7051 0.2332
H 9.5885 17.3800 10.7405 0.4326
H 9.7803 17.3450 9.0002 0.0658
H 9.8799 10.5563 6.7722 0.5035
H 11.9262 12.0003 5.5829 0.4373
H 12.0407 14.5266 4.6155 0.3875
H 10.4576 15.2681 4.2322 0.2230
H 11.3358 15.6346 5.8118 0.1743
H 9.4323 11.1861 10.1410 0.3997
H 9.2023 8.5172 9.9760 0.4130
H 7.0933 7.0220 8.5833 0.3272
H 5.9306 7.6193 9.7072 0.2582
H 5.7185 7.9506 7.8599 0.3216
C 7.6474 19.9854 5.9974 -1.0778
S 8.4998 18.4438 5.5822 0.5072
C 10.0322 18.9135 6.3481 -0.6786
O 7.8945 17.3771 6.6411 -0.3351
H 8.2555 20.8838 5.9241 0.4685
H 7.3620 19.9241 7.0595 0.3508
H 6.7578 20.1439 5.3947 0.3459
H 10.7544 18.9455 5.4884 0.3899
H 10.3982 18.1034 7.0289 0.0947
H 9.9068 19.9414 6.7416 0.3388
```

Output
Multiplicity ... 6
E_LUMO (spin up / spin down) ... -5.90 / -10.10 eV
E ... -72974.2990 eV
Charge ... +2
⟨S²⟩ ... 8.785
Energy above the lowest of the compared OMol25 structures with the same formula, charge and spin ... 2.091 eV

4.
Below is a molecular structure, C18H26BrN2O4Os at a distorted geometry, with properties calculated with the ωB97M-V functional and the def2-TZVPD basis.

Geometry as XYZ:
```
52
Properties=species:S:1:pos:R:3:mulliken_charge:R:1
Os -2.0015 -2.1472 -1.0467 1.3724
N -0.9638 -3.9688 -1.6338 -0.6336
C -2.0026 -5.0083 -1.8882 -0.3765
C -3.3681 -4.3974 -2.1551 0.3420
O -4.2977 -4.9910 -2.6160 -0.5116
N -3.4782 -3.0443 -1.7155 0.2070
C -4.7867 -2.4014 -1.6596 -0.3077
C -4.5611 -0.9518 -1.2593 0.3429
O -5.3957 -0.1019 -1.2851 -0.5472
O -3.2969 -0.6831 -0.8421 -0.6293
H -0.4899 -3.7771 -2.5155 0.3491
H -0.2411 -4.3002 -1.0003 0.3212
H -2.0900 -5.6442 -1.0053 0.2565
H -1.7277 -5.6397 -2.7320 0.3807
H -5.3904 -2.9095 -0.9017 0.2866
H -5.3169 -2.4928 -2.6093 0.3773
C 2.2213 1.2199 4.2071 -1.6040
C 1.5713 2.1457 3.1703 1.7442
C 2.5905 3.1949 2.7376 -2.0636
C 0.3657 2.8560 3.8047 -1.5708
C 1.0696 1.3117 1.9968 -0.5663
C 0.1309 0.2800 2.2643 -0.2722
C -0.3318 -0.4499 1.2183 0.1483
Br -1.5633 -1.8399 1.4581 -0.1382
C 0.0916 -0.2195 -0.1262 1.1945
O -0.4064 -0.9791 -1.0488 -1.5328
C 1.0294 0.8076 -0.4135 -0.8348
C 1.4829 1.5288 0.6879 0.4171
C 1.5551 1.1817 -1.7956 1.9840
C 3.0700 0.9334 -1.8050 -1.5917
C 0.9351 0.4112 -2.9636 -2.0483
C 1.2794 2.6754 -2.0256 -1.6179
H 2.5864 1.8180 5.0421 0.4563
H 3.0672 0.6742 3.7894 0.3766
H 1.5164 0.4955 4.6134 0.3242
H 2.9205 3.7493 3.6153 0.4363
H 2.1670 3.9152 2.0378 0.4133
H 3.4748 2.7469 2.2837 0.4160
H 0.7032 3.4461 4.6572 0.4421
H -0.3800 2.1534 4.1737 0.3485
H -0.1234 3.5295 3.1013 0.3763
H -0.2030 0.0886 3.2724 0.4319
H 2.2001 2.3143 0.5117 0.5430
H 3.3047 -0.1134 -1.6090 0.3700
H 3.5918 1.5415 -1.0673 0.3181
H 3.4671 1.1883 -2.7873 0.4477
H 1.1683 -0.6515 -2.9314 0.3167
H 1.3608 0.8167 -3.8824 0.5473
H -0.1461 0.5275 -3.0176 0.3652
H 1.7739 3.3117 -1.2933 0.3307
H 0.2120 2.8943 -2.0011 0.3990
H 1.6558 2.9545 -3.0099 0.4636
```

Output
E_LUMO (spin up / spin down) ... -5.86 / -6.04 eV
E ... -102760.7322 eV
Charge ... +1